C6H4FN | the ωB97M-V functional and the def2-TZVPD basis

Geometry as XYZ:
```
12
Properties=species:S:1:pos:R:3:forces:R:3
H 0.143289 2.067217 1.396330 -0.8 -2.5 -1.0
H -0.995644 -2.237822 0.821803 0.3 1.2 0.6
C -0.975292 0.131831 0.995970 -3.3 -1.7 3.5
H -0.727019 -1.216425 -0.619041 -1.7 -0.3 1.3
C 1.513559 0.607956 -1.084497 4.2 -0.8 -5.5
N 3.393011 0.619926 -2.871882 -4.6 -0.5 3.1
C 0.897687 0.563798 -0.102737 -2.7 2.0 3.9
C -1.294724 -1.254956 0.395386 1.3 1.1 -1.8
F -1.974554 0.442731 1.941827 0.8 -0.3 -1.1
C -0.029314 1.023305 0.885681 1.9 1.0 -0.2
C 2.444533 0.545323 -2.133978 4.0 0.7 -2.3
H -2.395531 -1.292883 0.375136 0.5 0.1 -0.7
```
Forces are in eV/Å.

Calculated values
* maximum force: 6.96 eV/Å
* lowest unoccupied orbital energy: 0.06 eV
* ΔE to the lowest compared entry with this formula, charge and spin: 266.6 kJ/mol
* energy: -385.5119 Eh
* HOMO-LUMO gap: 9.8740 eV
* total charge: 0

---

C20H28BClFNO7 | the ωB97M-V functional and the def2-TZVPD basis

Geometry as XYZ:
```
59
Properties=species:S:1:pos:R:3:forces:R:3
C -0.137484 2.895507 1.330526 -0.3 0.0 0.0
C -0.375780 2.427641 -0.072921 0.0 0.0 0.0
C 1.156915 0.533634 -4.521548 0.5 0.1 0.1
C -1.344196 1.904405 -2.594068 0.3 -0.1 0.1
H -0.181241 -6.583135 1.409378 0.0 0.0 -0.1
C -1.543324 3.037123 -0.517566 0.1 -0.2 -0.2
C 2.892669 1.625148 -0.913822 -0.1 -0.2 0.5
H 1.656788 -0.130312 -0.522738 0.0 0.0 -0.2
C -2.040044 2.795450 -1.773994 0.0 0.0 0.0
C 3.421518 2.731578 -0.026034 0.0 0.2 -0.6
C 1.152375 -2.569243 1.685531 0.1 0.1 0.1
C -1.918985 1.647995 -3.975376 -0.1 0.5 -0.1
C -1.341498 -1.274482 3.078853 -0.1 0.0 0.1
C 1.626220 0.941517 -0.358710 0.1 0.3 0.4
B 0.626981 0.231369 -3.076929 0.0 0.0 0.1
C 1.097425 -4.064711 1.465532 0.1 -0.2 0.1
H 2.037062 -2.207820 1.152988 0.0 0.0 0.0
C 0.037445 -1.198430 5.012524 -0.1 -0.1 0.0
O 0.057505 -4.677824 2.202866 -0.2 0.2 -0.1
H -2.130263 2.605397 -4.451475 -0.1 -0.1 0.0
H 2.129397 0.048752 -4.645748 0.0 0.0 0.0
C -1.213199 -1.925236 1.720212 -0.1 0.0 0.0
H -1.232881 1.106303 -4.618637 0.0 -0.1 0.1
H 0.509382 0.108465 -5.292247 0.0 0.0 0.0
C 0.343473 1.547614 -0.869635 -0.2 -0.1 0.0
H 0.765992 -1.836170 5.511745 0.0 0.0 0.0
F 2.626045 2.165656 -2.179284 0.1 -0.2 -0.1
Cl -4.687602 1.792964 -4.032026 0.0 0.1 0.0
H 1.297202 -2.332844 2.741172 -0.2 -0.1 0.0
N -1.214388 3.744063 1.646853 0.4 0.3 -0.5
O -0.661715 -1.999678 4.085349 0.2 0.0 -0.2
C -0.167304 1.266483 -2.160119 -0.2 0.0 0.0
H 1.644216 1.097479 0.719565 0.1 -0.2 0.0
C -2.063783 3.937191 0.544317 0.0 -0.1 0.2
H -0.636598 -0.777530 5.766312 0.0 0.1 0.0
H 4.204754 3.262564 -0.571656 0.1 -0.1 0.1
H -1.574541 -2.954995 1.739007 0.1 0.0 0.1
H 3.851267 2.319583 0.884559 -0.1 0.0 0.1
H -0.932163 -5.263888 0.471540 0.0 0.0 0.0
H -2.942587 3.281242 -2.123712 0.0 0.0 0.0
O 0.737074 2.616365 2.106540 0.3 0.1 0.0
H -0.968301 -0.245307 3.022498 0.0 0.0 0.0
C -3.188996 0.839483 -3.869509 0.0 -0.4 0.0
H 3.664913 0.859966 -1.022120 0.0 0.1 -0.3
H 0.572281 -0.382373 4.515026 0.0 0.0 0.0
H 0.990200 -4.270250 0.394665 0.0 0.0 0.0
H -1.037606 4.517223 2.272126 -0.3 -0.2 0.3
H -1.863471 -1.364364 1.043492 0.0 0.0 0.0
O 0.909044 -1.008610 -2.571435 -0.5 -0.1 -0.4
H -2.409817 -1.237259 3.330550 0.0 0.1 -0.1
H 2.056252 -4.484097 1.797496 0.1 0.0 -0.1
C -0.701550 -5.621939 1.480428 0.1 0.0 0.1
H 0.320949 -1.275188 -1.854051 0.2 0.1 0.3
O 0.074561 -1.835184 1.129955 0.0 0.1 -0.3
O -3.248671 -0.326547 -3.672843 0.0 0.1 0.0
O -3.009874 4.672346 0.517717 -0.1 0.2 -0.1
H -1.637525 -5.768589 2.017926 0.0 0.0 0.0
H 1.303727 1.597596 -4.713338 -0.2 0.0 -0.1
H 2.641757 3.457906 0.204291 0.0 -0.1 0.2
```
Forces are in eV/Å.

Calculated values
* maximum force: 0.66 eV/Å
* lowest unoccupied orbital energy: -0.58 eV
* ΔE to the lowest compared entry with this formula, charge and spin: 0.0 kJ/mol
* energy: -1945.3094 Eh
* HOMO-LUMO gap: 8.7417 eV
* total charge: 0

---

C19H12F3FeNO3 | the ωB97M-V functional and the def2-TZVPD basis

Geometry as XYZ:
```
39
Properties=species:S:1:pos:R:3:forces:R:3
C 2.588691 -3.599124 -0.331867 -0.5 -3.2 -3.0
O 4.211140 -4.579892 2.245172 -0.6 1.7 -0.9
O 0.595407 -3.523465 2.266728 1.5 1.5 -1.1
H -3.190719 4.351936 -1.802427 0.0 -0.1 -0.1
C -4.496455 1.619374 -0.253669 0.1 -0.2 -0.1
C 4.474371 -0.778091 -0.029545 1.7 0.9 -1.1
F -6.548540 3.494227 0.068772 1.1 0.4 -0.2
C -2.476836 1.000893 -1.493872 -0.9 0.7 0.3
C 1.976075 -0.770551 -0.254174 0.1 0.9 -2.0
H -1.579342 2.648846 -2.603411 -0.2 -0.1 0.2
C -1.481244 0.052438 -1.839405 -0.2 0.8 -0.6
O 2.437356 -4.563961 -0.962883 0.2 1.6 1.1
C 3.286289 -1.068808 -0.723796 -1.6 0.7 -0.6
C -2.389677 2.359379 -1.932670 0.3 -0.4 0.2
H 5.391840 -0.594890 -0.596529 -0.3 -0.5 0.1
H -3.743051 -0.383578 -0.364872 0.1 0.3 -0.1
H 1.131501 -1.101438 -0.877394 0.5 0.4 0.2
H 3.376855 -1.437854 -1.753071 -0.1 0.1 0.4
C -4.341538 2.940109 -0.662797 -0.1 0.2 0.0
Fe 2.889341 -2.350419 0.891016 -0.3 -1.0 -0.4
C -5.296645 3.991110 -0.167563 -0.7 0.8 0.4
C 2.434294 0.105344 1.964951 -0.1 0.1 0.6
C -3.599031 0.652750 -0.679540 0.3 0.1 0.0
H 3.572554 -1.263075 3.233227 0.1 0.6 -0.4
H 2.172476 0.766401 2.805763 -0.1 -0.4 -0.4
H -5.323627 1.354869 0.399923 0.1 0.0 -0.2
F -4.863711 4.545002 1.015003 -0.4 -0.5 -1.0
C 3.804404 -3.611573 1.744287 1.9 -3.5 2.1
C -3.290892 3.316269 -1.499359 0.1 -0.3 -0.1
C 1.735980 0.164394 0.797124 -0.5 0.3 0.1
H 0.896306 0.867624 0.691159 0.3 -0.4 0.1
C -1.567595 -1.282573 -1.486119 0.3 -3.4 0.5
N -1.566717 -2.441866 -1.251056 -0.1 2.7 -0.4
H 5.504437 -1.381743 1.761664 -0.3 0.0 -0.2
C 4.550326 -1.066903 1.322365 -0.4 0.5 1.5
F -5.443354 5.024459 -1.051660 0.2 -0.8 0.7
H -0.682901 0.347292 -2.516726 0.0 -0.1 0.2
C 3.437370 -0.899084 2.204628 1.6 1.6 1.7
C 1.414863 -2.903829 1.722623 -3.1 -2.0 2.2
```
Forces are in eV/Å.

Calculated values
* maximum force: 4.48 eV/Å
* lowest unoccupied orbital energy (alpha / beta): 0.19 / -2.35 eV
* energy: -2574.7961 Eh
* 2S+1: 5
* expectation value of S²: 6.1833
* HOMO-LUMO gap (alpha / beta): 6.3876 / 6.1514 eV
* total charge: 0

---

C2H5N3S | the ωB97M-V functional and the def2-TZVPD basis

Geometry as XYZ:
```
11
Properties=species:S:1:pos:R:3:forces:R:3
N -0.414042 -1.958103 -0.129857 -0.3 0.5 -1.3
H -1.039261 -1.069078 -1.983243 0.5 0.0 0.7
H -0.636520 -2.851687 -0.589907 0.0 0.6 0.4
C 0.778492 1.460821 1.136560 0.1 0.1 1.0
H 0.148604 -0.483268 1.171691 -0.2 0.6 -0.4
H 1.090655 1.350531 2.192690 -0.1 -0.2 -0.6
S 1.048715 2.810794 0.303435 0.3 1.3 -0.7
N -0.393222 0.300082 -0.594289 0.0 0.0 1.2
H -0.084985 0.990313 -1.236732 0.2 0.8 -0.5
C -0.609937 -0.978325 -0.956664 -0.4 -1.9 -0.4
N 0.111501 0.427919 0.686316 -0.1 -1.8 0.7
```
Forces are in eV/Å.

Calculated values
* maximum force: 1.99 eV/Å
* lowest unoccupied orbital energy: 0.80 eV
* ΔE to the lowest compared entry with this formula, charge and spin: 168.2 kJ/mol
* energy: -641.6200 Eh
* HOMO-LUMO gap: 9.4506 eV
* total charge: 0

---

C5H9N3 | the ωB97M-V functional and the def2-TZVPD basis

Geometry as XYZ:
```
17
Properties=species:S:1:pos:R:3:forces:R:3
C -2.866442 -0.694944 -0.097741 0.3 -1.0 2.2
N -0.357518 -0.731346 -0.009495 -3.6 -0.8 0.6
H 2.392716 1.111365 -0.387621 -0.6 -0.2 -0.7
C 1.302075 1.085650 -0.271286 0.4 1.2 1.6
H -0.226878 2.290273 0.586815 -0.7 0.3 0.1
N 0.843240 -0.202008 -0.093774 1.4 0.1 0.0
N 2.997966 -1.118419 -0.132213 1.9 -0.3 0.3
H 3.247719 -2.075545 0.110863 1.2 0.3 -0.2
H -1.313722 0.946732 -0.203880 -0.6 2.6 -0.3
H -3.319314 -0.255700 -0.989283 -0.3 -0.5 0.1
H 1.366299 3.069573 0.025273 -0.1 0.8 0.1
H -2.898972 -1.892502 -0.038832 0.4 2.9 -0.5
C 1.794581 -1.168652 0.146793 -2.8 -3.1 -0.2
H -3.497579 -0.361405 0.833695 1.2 -0.4 -1.8
C 0.723502 2.226620 0.126818 0.7 -0.9 -0.8
H 1.265274 -2.174505 0.433051 0.8 2.0 -0.2
C -1.452950 -0.055185 -0.039185 0.5 -3.0 -0.2
```
Forces are in eV/Å.

Calculated values
* maximum force: 4.21 eV/Å
* lowest unoccupied orbital energy: 0.99 eV
* ΔE to the lowest compared entry with this formula, charge and spin: 344.5 kJ/mol
* energy: -360.0660 Eh
* HOMO-LUMO gap: 9.2936 eV
* total charge: 0

---

C3H8O | the ωB97M-V functional and the def2-TZVPD basis

Geometry as XYZ:
```
12
Properties=species:S:1:pos:R:3:forces:R:3
H -0.361612 -0.906961 1.684169 0.8 0.3 -1.3
H -0.613463 -1.362752 -0.050935 0.5 0.7 0.8
H 0.042315 1.577506 0.483013 1.2 0.7 0.1
H 1.625176 -0.719059 -0.854775 0.1 0.5 2.6
O -0.794080 0.705803 -1.214295 -2.8 -1.7 1.4
C -0.596055 0.762708 0.289578 -1.6 -1.5 -2.6
H -1.559389 1.047633 0.745295 0.2 -0.5 0.0
H 1.958167 -1.645296 0.745014 -1.0 0.2 -0.9
H 2.039561 -0.026636 0.979486 -0.7 0.2 -1.5
H -1.593181 -0.001470 -1.293189 2.9 2.6 0.0
C 1.460610 -0.730659 0.311042 0.7 -0.8 0.2
C -0.062043 -0.633613 0.612093 -0.3 -0.5 1.2
```
Forces are in eV/Å.

Calculated values
* maximum force: 3.90 eV/Å
* lowest unoccupied orbital energy: 1.03 eV
* ΔE to the lowest compared entry with this formula, charge and spin: 116.3 kJ/mol
* energy: -194.2917 Eh
* HOMO-LUMO gap: 11.2075 eV
* total charge: 0